1.
{"formula": "C5H14N2", "method": "ωB97M-V with the def2-TZVPD basis set", "homo_lumo_gap_ev": [7.40, 5.17], "homo_ev": [-2.97, -1.52], "multiplicity": 2, "total_charge": -1, "e_above_lowest_kj_mol": 288.8, "symbols": ["N", "N", "C", "C", "C", "C", "C", "H", "H", "H", "H", "H", "H", "H", "H", "H", "H", "H", "H", "H", "H"], "positions_angstrom": [[1.202, 1.264, 0.140], [-1.647, 1.395, 0.775], [2.439, -0.958, -0.288], [-1.791, -0.057, 0.755], [-1.449, -0.597, -0.638], [0.065, -0.506, -1.043], [1.152, -0.186, -0.024], [-2.876, -0.202, 0.863], [1.764, 1.413, 0.983], [3.089, -0.862, 0.587], [0.808, -0.361, 1.026], [0.012, 0.333, -1.750], [2.984, -0.488, -1.113], [2.208, -2.015, -0.403], [0.221, -2.166, 0.675], [-2.081, 0.000, -1.301], [-1.253, -0.619, 1.521], [-0.694, 1.700, 0.593], [-2.213, 1.862, 1.435], [0.260, -1.421, -1.600], [-1.832, -1.611, -0.768]], "lowdin_charge": [-0.055, -0.020, -0.140, -0.337, -0.254, -0.258, -0.673, 0.091, -0.022, 0.055, 0.071, 0.091, 0.060, 0.027, 0.053, 0.084, 0.054, 0.006, 0.019, 0.073, 0.072]}

---

2.
{"formula": "C3H4O", "method": "ωB97M-V with the def2-TZVPD basis set", "homo_lumo_gap_ev": [7.53, 7.67], "homo_ev": [-7.81, -8.14], "multiplicity": 1, "total_charge": 0, "e_above_lowest_kj_mol": 396.1, "symbols": ["O", "C", "C", "C", "H", "H", "H", "H"], "positions_angstrom": [[0.928, -1.591, 0.231], [-0.240, 0.537, -0.166], [0.833, -0.256, 0.102], [-1.593, 0.877, -0.207], [-2.054, 0.969, 0.797], [0.220, 1.288, -0.828], [0.081, -2.010, 0.029], [1.825, 0.186, 0.042]], "lowdin_charge": [0.044, -0.273, -0.193, 0.083, -0.002, 0.105, 0.117, 0.119]}

---

3.
{"formula": "C56H159N9O29", "method": "ωB97M-V with the def2-TZVPD basis set", "homo_lumo_gap_ev": 8.76, "homo_ev": -8.58, "multiplicity": 1, "total_charge": 0, "e_above_lowest_kj_mol": 568.2, "symbols": ["O", "O", "O", "O", "O", "O", "O", "O", "O", "O", "O", "O", "O", "O", "O", "O", "O", "O", "O", "O", "O", "O", "O", "O", "O", "O", "O", "O", "O", "N", "N", "N", "N", "N", "N", "N", "N", "N", "C", "C", "C", "C", "C", "C", "C", "C", "C", "C", "C", "C", "C", "C", "C", "C", "C", "C", "C", "C", "C", "C", "C", "C", "C", "C", "C", "C", "C", "C", "C", "C", "C", "C", "C", "C", "C", "C", "C", "C", "C", "C", "C", "C", "C", "C", "C", "C", "C", "C", "C", "C", "C", "C", "C", "C", "H", "H", "H", "H", "H", "H", "H", "H", "H", "H", "H", "H", "H", "H", "H", "H", "H", "H", "H", "H", "H", "H", "H", "H", "H", "H", "H", "H", "H", "H", "H", "H", "H", "H", "H", "H", "H", "H", "H", "H", "H", "H", "H", "H", "H", "H", "H", "H", "H", "H", "H", "H", "H", "H", "H", "H", "H", "H", "H", "H", "H", "H", "H", "H", "H", "H", "H", "H", "H", "H", "H", "H", "H", "H", "H", "H", "H", "H", "H", "H", "H", "H", "H", "H", "H", "H", "H", "H", "H", "H", "H", "H", "H", "H", "H", "H", "H", "H", "H", "H", "H", "H", "H", "H", "H", "H", "H", "H", "H", "H", "H", "H", "H", "H", "H", "H", "H", "H", "H", "H", "H", "H", "H", "H", "H", "H", "H", "H", "H", "H", "H", "H", "H", "H", "H", "H", "H", "H", "H", "H", "H", "H", "H", "H", "H", "H", "H", "H", "H", "H", "H", "H", "H", "H", "H", "H", "H", "H", "H"], "positions_angstrom": [[3.475, -1.486, -7.051], [4.737, -4.395, -5.274], [0.205, -1.339, 3.177], [-2.930, -3.309, -0.458], [-0.874, 5.257, -4.153], [-5.128, 2.520, -0.510], [-7.095, -0.947, -3.073], [-5.293, -2.944, -1.780], [-1.767, 4.507, 3.509], [-1.163, -0.599, -3.901], [6.426, 2.109, 2.965], [0.869, 3.435, -4.571], [-3.083, 3.754, -4.268], [0.560, -4.950, 6.076], [1.478, 4.157, 1.204], [1.883, -1.185, -1.384], [-3.481, -1.214, 1.330], [-2.336, 3.061, -0.415], [0.185, 0.440, 5.228], [-1.088, -0.904, -1.173], [5.026, -5.027, 2.366], [4.399, -4.914, -2.488], [3.552, -3.372, -0.472], [-8.468, 0.738, 2.757], [4.899, -2.703, 4.075], [3.849, -5.161, 5.436], [1.681, -5.909, -3.416], [7.237, 0.814, -1.902], [-8.488, 3.828, -2.783], [7.113, -0.980, -3.934], [-0.976, 2.548, 6.630], [2.012, 6.895, 0.697], [-0.347, -3.850, -3.603], [-6.402, -0.063, -0.456], [3.669, 2.056, -2.507], [-5.759, 1.428, -3.247], [-1.080, -3.459, 9.025], [4.495, -0.973, 1.939], [4.496, -3.000, -5.583], [6.808, -1.527, -2.586], [0.021, -5.466, 4.867], [8.106, 1.679, -1.222], [0.630, 6.373, 0.995], [4.277, -3.929, 6.072], [-3.002, 5.124, 3.943], [1.557, 4.459, -5.385], [-1.814, 0.611, -4.408], [-4.564, 3.554, 0.311], [-0.359, 7.329, 0.245], [-1.098, -1.651, -4.888], [-0.046, -2.846, -4.647], [-1.510, 3.318, 4.300], [5.388, 0.153, 1.857], [-0.391, -4.280, 6.843], [1.137, -1.009, -0.281], [2.384, -6.261, -2.216], [-3.155, 5.018, -3.654], [0.095, -3.738, -5.872], [-9.301, 1.862, 2.874], [0.974, -4.856, 8.887], [5.323, 1.138, 3.076], [1.186, 2.787, 0.833], [7.202, -3.020, -2.478], [0.648, 4.954, 0.428], [-6.540, -2.109, -3.695], [-7.549, -0.276, 0.435], [4.046, -2.724, 5.145], [3.899, -6.219, -2.293], [-3.140, -3.686, 0.901], [3.707, -2.888, -6.832], [7.567, -0.588, -1.605], [-0.431, -1.787, 4.293], [-3.144, 3.264, 0.648], [1.572, 2.984, -3.401], [-1.780, 5.405, -3.080], [2.889, 0.913, -4.369], [-3.099, -2.461, 1.899], [-7.719, 4.629, -1.806], [2.915, 2.312, -3.710], [5.082, 0.951, 0.634], [-0.931, -0.437, 4.878], [-0.027, -0.042, -0.729], [-0.901, 3.650, 5.741], [-8.015, 2.484, -3.025], [-5.149, -2.377, -3.142], [-6.662, 2.441, -3.846], [3.499, -4.025, 0.777], [0.524, 4.290, 5.771], [-7.591, 0.819, 1.559], [-6.889, 2.067, -5.277], [0.091, -3.808, 8.147], [4.945, -4.378, 1.153], [6.976, 2.624, 4.134], [-7.382, -1.610, 1.084], [3.862, 0.434, -4.479], [-3.572, -2.705, 2.850], [-0.098, 4.726, -3.964], [1.549, -6.733, -3.891], [5.748, -1.356, -2.397], [-6.400, -1.906, -4.757], [-1.349, 6.907, 0.421], [-8.208, -1.990, 1.685], [4.767, -1.957, 3.486], [-1.261, 0.986, -5.268], [6.576, 3.604, 4.395], [-0.172, 7.302, -0.828], [-2.730, -0.824, 0.876], [5.410, -3.394, 1.200], [7.966, -1.371, -4.307], [0.934, -2.386, -4.513], [3.632, -0.751, 1.464], [-0.095, -4.656, 4.147], [7.212, 0.026, -3.935], [-7.194, 1.065, -5.577], [-0.859, -1.228, -5.864], [-0.386, 0.489, 0.153], [-2.045, 1.192, -3.515], [0.748, -1.889, 0.230], [1.271, -4.647, 9.915], [-5.716, 1.551, -2.246], [0.263, 0.762, -1.404], [1.068, 2.613, -0.237], [-3.972, 5.175, -2.951], [-7.726, 5.689, -2.059], [1.055, -4.254, -5.872], [4.286, -6.851, -1.494], [-2.379, 2.674, 4.435], [-2.701, 4.042, 1.270], [0.519, 5.325, 5.430], [1.935, -5.056, 8.413], [-1.108, -0.871, -2.132], [-0.800, -3.495, 6.208], [0.762, 4.429, 6.826], [-8.784, 1.867, -3.488], [2.084, 7.412, 1.561], [-1.178, -2.555, 4.091], [-1.278, -4.914, 6.850], [-6.639, 4.492, -1.761], [2.344, -2.014, -1.236], [-1.976, 2.464, 6.745], [-9.800, 2.152, 1.948], [-7.133, -2.290, 0.269], [8.148, -3.236, -2.976], [2.010, -5.668, -1.381], [0.374, 6.229, 2.045], [-7.628, 2.741, -5.709], [0.861, 4.426, -6.224], [2.891, -5.171, 5.487], [0.930, 2.385, -2.755], [0.172, -3.147, -6.785], [-0.346, 8.401, 0.439], [-4.589, -1.443, -3.110], [-0.795, -6.163, 5.057], [-4.562, -3.043, -3.774], [7.171, -0.795, -0.611], [-2.518, -4.429, 1.401], [-0.125, 1.147, 5.800], [1.748, 5.279, -4.693], [5.002, -1.671, 1.413], [-6.591, -1.589, 1.834], [-0.368, 4.561, 0.404], [-1.664, 4.278, 6.201], [7.171, -3.419, -1.464], [-2.019, -2.472, 2.041], [1.802, -0.554, 0.454], [-2.137, -2.808, -0.659], [-3.966, 4.621, 4.017], [1.255, 3.736, 5.183], [-10.009, 1.765, 3.697], [8.634, -0.791, -1.691], [-3.264, 2.488, 1.405], [4.901, -4.382, 3.067], [-2.917, 5.581, 4.929], [2.824, -3.525, -6.878], [5.506, 0.607, 4.010], [1.828, 3.881, -2.836], [-6.495, -0.201, -3.159], [4.327, 1.578, 3.028], [7.749, 2.684, -1.443], [-1.504, -2.631, 8.631], [1.923, 2.152, 1.324], [-0.680, -4.444, -6.174], [6.416, -0.176, 1.705], [3.697, -3.698, 6.966], [-3.399, 5.639, -4.517], [-4.420, -3.256, -1.530], [-4.851, 1.729, -3.571], [3.189, 1.398, -1.911], [9.094, 1.468, -1.632], [4.221, -6.801, -3.157], [-0.677, -3.122, 9.887], [0.363, -2.116, 4.963], [-3.114, 5.988, 3.288], [-6.046, 2.239, -5.946], [0.523, -0.483, 3.473], [5.598, -4.684, -5.585], [3.766, -4.022, -1.145], [-7.869, 2.111, -2.011], [2.269, 0.184, -3.848], [0.789, -6.130, 4.472], [-5.007, 3.796, 1.277], [-5.626, -0.639, -0.160], [5.980, 1.504, 0.357], [-0.773, 2.775, 3.709], [8.041, 2.709, 3.921], [4.517, 1.593, -2.800], [-2.858, 3.326, -1.176], [-1.552, 0.059, 4.132], [3.843, -2.491, -4.875], [4.735, 0.493, -0.292], [-8.144, 4.442, -0.819], [3.560, 2.931, -4.333], [0.325, 2.531, 1.451], [0.368, -4.549, -3.464], [8.158, 1.615, -0.136], [0.466, -5.808, 9.039], [1.018, 4.806, -0.587], [-2.236, 3.771, -4.721], [-1.423, 4.658, -2.371], [-2.795, 0.342, -4.801], [-8.673, 2.701, 3.172], [5.342, -2.394, -5.907], [-7.139, -3.006, -3.534], [-1.765, 6.434, -2.719], [-1.448, -0.562, 5.830], [-4.643, 4.422, -0.343], [-4.955, 1.677, -0.084], [4.262, -1.780, 5.644], [-8.524, -0.313, -0.051], [5.342, -4.017, 6.289], [-7.603, 1.791, 1.065], [2.999, -3.325, 1.445], [2.139, -7.270, -1.885], [4.284, -3.411, -7.594], [-6.752, -0.490, -1.302], [-4.152, -4.085, 0.969], [2.396, 4.068, -5.961], [-0.615, 2.692, 7.562], [2.830, -4.881, 0.688], [4.169, -1.263, -7.675], [-2.078, -2.107, -5.030], [2.468, 0.918, -5.375], [2.567, 6.072, 0.886], [6.626, -3.605, -3.195], [0.625, -2.876, 7.965], [2.962, -2.746, 5.030], [-6.573, 0.839, 1.946], [-6.049, 3.341, -3.819], [4.301, -4.726, -3.424], [-0.224, -3.324, -2.749], [4.338, 1.692, 0.926], [6.821, 2.110, 5.083], [5.347, -5.013, 0.364]], "lowdin_charge": [-0.046, -0.064, -0.066, -0.069, -0.090, -0.089, -0.122, -0.090, -0.194, -0.240, -0.184, -0.251, -0.077, -0.199, -0.179, -0.054, -0.061, -0.028, -0.108, -0.079, -0.041, -0.076, -0.100, -0.182, -0.069, -0.061, -0.066, -0.229, -0.199, 0.037, 0.013, 0.046, 0.052, 0.075, 0.042, 0.045, 0.038, 0.078, -0.223, -0.385, -0.076, -0.129, -0.377, -0.200, -0.108, -0.039, -0.049, -0.225, -0.054, -0.135, -0.369, -0.150, -0.417, -0.261, -0.275, -0.213, -0.233, -0.092, -0.145, -0.042, -0.114, -0.065, -0.038, -0.260, -0.216, -0.408, -0.273, -0.222, -0.199, -0.277, -0.162, -0.279, -0.316, -0.162, -0.204, -0.055, -0.218, -0.069, -0.408, -0.064, -0.193, -0.172, -0.410, -0.135, -0.199, -0.370, -0.222, -0.020, -0.149, -0.076, -0.396, -0.257, -0.139, -0.074, 0.067, 0.120, 0.016, 0.101, 0.125, 0.109, 0.062, 0.079, 0.027, 0.093, 0.079, 0.062, 0.066, 0.096, 0.062, 0.122, 0.071, 0.082, 0.058, 0.079, 0.112, 0.093, 0.087, 0.121, 0.069, 0.031, 0.097, 0.076, 0.109, 0.079, 0.056, 0.127, 0.117, 0.101, 0.073, 0.064, 0.033, 0.097, 0.070, 0.127, 0.062, 0.101, 0.128, 0.051, 0.052, 0.097, 0.085, 0.079, 0.072, 0.113, 0.129, 0.081, 0.103, 0.046, 0.112, 0.069, 0.070, 0.104, 0.097, 0.111, 0.107, 0.107, 0.004, 0.107, 0.059, 0.077, 0.103, 0.116, 0.081, 0.083, 0.087, 0.067, 0.088, 0.082, 0.083, 0.125, 0.125, 0.043, 0.073, 0.100, 0.112, 0.114, -0.004, 0.117, 0.097, 0.058, 0.076, 0.083, 0.138, 0.105, 0.119, 0.024, 0.066, 0.054, 0.087, 0.122, 0.062, 0.103, 0.087, 0.071, 0.067, 0.100, 0.022, 0.104, 0.067, 0.090, 0.119, 0.064, 0.065, 0.109, 0.089, 0.059, 0.072, 0.111, 0.127, 0.076, 0.082, 0.130, 0.079, 0.021, 0.081, 0.083, 0.121, 0.071, 0.111, 0.080, 0.075, 0.119, 0.121, 0.115, 0.111, 0.114, 0.056, 0.117, 0.143, 0.121, 0.098, 0.114, 0.123, 0.120, 0.032, 0.114, 0.082, 0.100, 0.113, 0.087, 0.117, 0.067, 0.051, 0.050, 0.132, 0.111, 0.110, 0.124, 0.053, 0.051, 0.075, 0.081, 0.122]}

---

4.
{"formula": "C13H20N2S", "method": "ωB97M-V with the def2-TZVPD basis set", "homo_lumo_gap_ev": 8.27, "smiles": "CCSc1ccc2c(c1)N(C[C@H](C)N)CC2", "homo_ev": -7.41, "multiplicity": 1, "total_charge": 0, "e_above_lowest_kj_mol": 260.6, "symbols": ["S", "N", "N", "C", "C", "C", "C", "C", "C", "C", "C", "C", "C", "C", "C", "C", "H", "H", "H", "H", "H", "H", "H", "H", "H", "H", "H", "H", "H", "H", "H", "H", "H", "H", "H", "H"], "positions_angstrom": [[-2.253, -3.090, -0.207], [3.552, 2.135, -2.364], [1.849, 0.306, 0.634], [2.375, 1.674, -1.568], [1.270, 1.403, -2.554], [0.647, -0.481, 0.948], [-0.137, -1.407, 0.170], [-1.179, -0.362, 2.565], [-3.524, -2.176, -1.054], [-1.365, -1.806, 0.612], [0.094, -0.021, 2.123], [2.015, 1.248, 1.664], [-4.639, -1.689, -0.322], [-1.946, -1.295, 1.808], [1.008, 0.887, 2.879], [2.632, 0.299, -0.724], [4.439, 2.107, -1.872], [0.196, -1.904, -0.687], [3.672, 0.264, -0.586], [2.230, -0.685, -1.246], [3.473, 3.039, -2.857], [1.603, 0.369, 3.585], [-3.123, -1.279, -1.535], [-5.349, -1.170, -0.955], [0.552, 1.865, 3.116], [-1.553, -0.041, 3.572], [-5.029, -2.640, 0.089], [1.970, 2.411, -0.838], [-3.936, -2.716, -1.910], [1.743, 2.207, 1.394], [3.117, 1.202, 1.979], [1.183, 2.263, -3.229], [-4.365, -1.047, 0.458], [1.305, 0.437, -3.150], [-2.876, -1.765, 2.165], [0.350, 1.457, -2.105]], "lowdin_charge": [0.934, 0.013, -0.090, -0.403, -0.103, -0.109, -0.038, -0.022, -0.617, -0.569, -0.224, -0.188, -0.199, -0.098, -0.059, -0.031, 0.055, 0.075, 0.070, 0.144, 0.079, 0.099, 0.086, 0.086, 0.123, 0.126, 0.090, 0.121, 0.083, 0.069, 0.140, 0.074, 0.043, 0.105, 0.099, 0.036]}